[1]
2 unconnected molecules or ions with the total composition C9H11O2, computed with ωB97M-V/def2-TZVPD.

Cartesian coordinates (Å):
1 C -0.8649 -0.6515 0.1872
2 C 1.2139 -1.6586 -0.8338
3 C 0.0009 -1.0146 -1.0101
4 C 1.9179 -2.0715 -1.9569
5 C 1.5255 -1.6865 -3.2520
6 C -0.3957 -0.5931 -2.2668
7 C 0.3902 -0.8672 -3.3838
8 H 1.6258 -1.7265 0.1656
9 H 2.7743 -2.7353 -1.9525
10 H -0.9628 -1.5310 0.8192
11 H -1.7889 -0.2341 -0.2108
12 H 1.9318 -2.1983 -4.1144
13 H -1.3052 -0.0308 -2.4296
14 H 0.3444 -0.3271 -4.3258
15 H -0.5165 0.2309 0.7872
16 C 0.1331 1.2132 3.4766
17 C -0.9238 2.0880 2.7156
18 O -1.7277 2.7469 3.3914
19 O -0.8935 1.9451 1.4600
20 H 1.0750 1.4306 2.9736
21 H -0.2451 0.1948 3.4189
22 H 0.2504 1.5122 4.5155

Cartesian forces (eV/Å) of the 2 atoms listed first:
0.7 0.6 -0.6
0.4 0.1 -0.5

Net charge ... -1
Relative energy (zero: lowest compared OMol25 entry of this formula, charge and spin) ... 0.7708 eV
Frontier orbital gap ... 7.44 eV
HOMO level ... -0.1527 Eh


[2]
A molecular structure, C30H24CoI2N4O4S, computed with ωB97M-V/def2-TZVPD.

Cartesian coordinates (Å):
1 Co -0.5078 -0.0367 0.0118
2 C 2.1039 -1.5033 4.8633
3 C 0.9638 -0.7863 5.2288
4 C 0.0806 -0.2812 4.2853
5 C 0.2976 -0.4775 2.8846
6 C 1.4754 -1.2003 2.5347
7 C 2.3365 -1.6940 3.4976
8 N -0.5406 0.0052 1.9349
9 N -1.6108 0.7734 2.4650
10 C -2.1932 1.4721 1.5554
11 C -3.3421 2.3090 1.8488
12 C -3.9263 3.0331 0.8621
13 C -3.4172 2.9777 -0.4745
14 C -2.3298 2.1655 -0.7116
15 N -1.7165 1.4313 0.2277
16 H 2.7917 -1.8888 5.6101
17 H 0.7598 -0.6151 6.2833
18 H -0.7932 0.2744 4.5890
19 H 1.6872 -1.3552 1.4863
20 H 3.2215 -2.2403 3.1757
21 H -3.7067 2.3251 2.8700
22 H -4.7931 3.6517 1.0841
23 H -3.8672 3.5378 -1.2858
24 H -1.9223 2.0737 -1.7107
25 O 0.5304 0.4349 -4.0330
26 C 0.4113 0.9599 -2.9130
27 O -0.0990 0.4446 -1.8910
28 C 0.9514 2.4046 -2.8293
29 C 0.8737 3.1349 -4.0201
30 C 1.2888 4.4527 -4.1207
31 C 1.8509 5.0731 -3.0145
32 C 1.9922 4.3552 -1.8406
33 C 1.5279 3.0371 -1.7251
34 S 1.7350 2.3886 -0.0958
35 H 0.4659 2.6149 -4.8770
36 H 1.1877 4.9886 -5.0575
37 H 2.2018 6.0972 -3.0709
38 H 2.4645 4.8094 -0.9742
39 I 2.2553 -4.3469 -0.1427
40 C 0.1817 -4.0868 -0.2055
41 C -0.6562 -5.2085 -0.2524
42 C -2.0155 -5.0545 -0.3078
43 I -3.1891 -6.8077 -0.3827
44 C -2.6210 -3.7732 -0.2930
45 C -4.0051 -3.5111 -0.3176
46 C -4.4414 -2.2265 -0.2980
47 C -3.5085 -1.1706 -0.2461
48 N -2.2320 -1.3790 -0.2190
49 C -1.7646 -2.6404 -0.2456
50 C -0.3052 -2.7642 -0.2226
51 O 0.4269 -1.7491 -0.2163
52 H -0.2241 -6.1988 -0.2451
53 H -4.7103 -4.3303 -0.3451
54 H -5.5029 -2.0092 -0.3240
55 H -3.8258 -0.1287 -0.2199
56 C 2.8989 -0.9546 -1.5999
57 C 3.1852 0.3543 -0.8948
58 C 4.2289 0.2260 0.2010
59 O 1.9303 0.7915 -0.3427
60 H 3.7988 -1.2854 -2.1261
61 H 2.0832 -0.8333 -2.3178
62 H 2.6044 -1.7226 -0.8789
63 H 3.5232 1.0880 -1.6306
64 H 3.8946 -0.5106 0.9380
65 H 4.3731 1.1826 0.7088
66 H 5.1833 -0.0974 -0.2267

Cartesian forces (eV/Å) of the 2 atoms listed first:
0.0 0.3 -0.2
0.0 0.0 0.0

Net charge ... -2
Spin multiplicity ... 2
Relative energy (zero: lowest compared OMol25 entry of this formula, charge and spin) ... 0.3071 eV
Frontier orbital gap ... 3.62 eV
HOMO level ... -0.0037 Eh


[3]
C4H10NOP in the gas phase, computed with ωB97M-V/def2-TZVPD.

Cartesian coordinates (Å):
1 C 1.4720 -0.0730 0.6854
2 C 2.0934 1.3035 0.1785
3 C -1.3073 -1.3331 -1.6353
4 C -2.0570 0.3147 0.4349
5 N 1.8822 -0.7376 1.6538
6 O 0.4753 -0.6218 -0.0242
7 P -0.7076 0.2567 -0.9281
8 H 2.8394 1.2213 -0.6643
9 H 1.2238 2.0219 0.1928
10 H 2.8406 1.6633 0.9434
11 H -2.3521 -1.2774 -1.7086
12 H -0.9950 -2.1570 -1.0880
13 H -0.7841 -1.5483 -2.4950
14 H -1.9050 -0.3710 1.2674
15 H -3.0263 0.2650 -0.1253
16 H -2.3260 1.3182 1.0501
17 H 2.6337 -0.2454 2.2624

Cartesian forces (eV/Å) of the 2 atoms listed first:
1.5 1.7 -0.9
0.3 -0.5 1.7

Net charge ... 0
Spin multiplicity ... 3
Relative energy (zero: lowest compared OMol25 entry of this formula, charge and spin) ... 2.5805 eV
Frontier orbital gap (spin up / spin down) ... 5.73 / 7.01 eV
HOMO level (spin up / spin down) ... -0.1750 / -0.3563 Eh


[4]
A molecular structure, C37H43BF4N5O5Si2V, computed with ωB97M-V/def2-TZVPD.

Cartesian coordinates (Å):
1 V 0.0536 -1.1572 -0.0194
2 C 2.3776 4.2636 3.1783
3 O 2.0123 5.1593 2.1280
4 C 0.6463 5.2989 1.9825
5 C 0.0387 6.4785 2.3739
6 C -1.3333 6.6352 2.2253
7 C -2.0847 5.6057 1.6753
8 C -1.4780 4.4327 1.2523
9 C -0.1011 4.2694 1.4013
10 N 0.5903 3.1345 0.9523
11 C 0.0782 1.8473 0.8489
12 N -0.8253 1.5452 1.7940
13 C -1.7870 0.5052 1.8022
14 C -1.6369 -0.6796 1.0978
15 C -2.7518 -1.5341 1.0996
16 C -3.9167 -1.2391 1.7777
17 C -4.0226 -0.0556 2.5047
18 C -2.9563 0.8160 2.5109
19 O -2.9673 2.0402 3.1508
20 C -4.2380 2.6310 3.3429
21 N 0.4745 1.0245 -0.0768
22 C 1.5185 1.4656 -0.9330
23 C 2.8190 1.5370 -0.4217
24 C 3.9168 1.8454 -1.2047
25 C 3.7219 2.1029 -2.5570
26 C 2.4440 2.0726 -3.0775
27 C 1.3259 1.7667 -2.2921
28 O 0.1609 1.8161 -2.9708
29 C -1.1147 1.7753 -2.3069
30 H 3.4625 4.2993 3.2526
31 H 2.0607 3.2406 2.9679
32 H 1.9352 4.5886 4.1241
33 H 0.6580 7.2575 2.8018
34 H -1.8088 7.5581 2.5335
35 H -3.1546 5.7072 1.5454
36 H -2.0826 3.6616 0.7881
37 H 1.4863 3.2986 0.5220
38 H -1.0310 2.2837 2.4474
39 H -2.7014 -2.4508 0.5241
40 H -4.7661 -1.9110 1.7303
41 H -4.9414 0.1910 3.0182
42 H -4.7978 2.1300 4.1400
43 H -4.8120 2.6088 2.4140
44 H -4.0543 3.6643 3.6359
45 H 2.9512 1.3089 0.6301
46 H 4.9062 1.8656 -0.7644
47 H 4.5598 2.3389 -3.2023
48 H 2.2569 2.2877 -4.1220
49 H -1.8541 1.9160 -3.0899
50 H -1.2037 2.5823 -1.5798
51 H -1.2908 0.8238 -1.8157
52 C 0.0383 -1.4087 -3.8594
53 Si -0.7508 -2.0998 -2.2669
54 C -2.6234 -2.0690 -2.6205
55 C -0.3588 -3.9801 -2.3590
56 C -0.4521 -4.6962 -3.5595
57 C -0.2448 -6.0678 -3.6105
58 C 0.0548 -6.7602 -2.4410
59 C 0.1464 -6.0644 -1.2434
60 C -0.0486 -4.6791 -1.1795
61 Si 0.0954 -3.6790 0.4511
62 C 1.7704 -4.3330 1.1427
63 C -1.1752 -4.5656 1.5843
64 H -0.2578 -2.0082 -4.7274
65 H 1.1273 -1.4233 -3.7782
66 H -0.2736 -0.3784 -4.0475
67 H -2.8386 -2.6022 -3.5540
68 H -3.0056 -1.0472 -2.6979
69 H -3.1770 -2.5577 -1.8150
70 H -0.6957 -4.1725 -4.4800
71 H -0.3205 -6.5976 -4.5552
72 H 0.2132 -7.8341 -2.4667
73 H 0.3784 -6.6133 -0.3335
74 H 1.7202 -5.4035 1.3744
75 H 2.0630 -3.8023 2.0542
76 H 2.5642 -4.1918 0.4009
77 H -0.8166 -5.5613 1.8715
78 H -2.1301 -4.6898 1.0659
79 H -1.3690 -3.9913 2.4946
80 C 4.8922 -2.1205 -1.5156
81 N 4.1786 -1.7058 -0.3250
82 C 4.7994 -1.4340 0.8596
83 C 4.1112 -1.0647 1.9496
84 C 2.6480 -0.9588 1.8828
85 O 1.9727 -0.6235 2.8525
86 N 2.0869 -1.2257 0.6625
87 C 2.7951 -1.5677 -0.4199
88 O 2.2365 -1.7665 -1.5039
89 H 5.9444 -2.2497 -1.2647
90 H 4.7895 -1.3722 -2.3027
91 H 4.4843 -3.0590 -1.8891
92 H 5.8789 -1.5276 0.8502
93 H 4.6065 -0.8348 2.8806
94 F -3.9194 2.9653 0.3023
95 B -4.3656 2.0098 -0.6672
96 F -3.3117 1.1249 -0.9479
97 F -5.4772 1.3310 -0.1472
98 F -4.7263 2.7030 -1.8415

Cartesian forces (eV/Å) of the 2 atoms listed first:
0.6 0.2 -0.4
0.0 0.0 0.0

Net charge ... -2
Spin multiplicity ... 3
Relative energy (zero: lowest compared OMol25 entry of this formula, charge and spin) ... 0.2569 eV
Frontier orbital gap (spin up / spin down) ... 6.05 / 5.40 eV
HOMO level (spin up / spin down) ... -0.0726 / -0.0489 Eh